9
Properties=species:S:1:pos:R:3:forces:R:3 method="wB97M-V/def2-TZVPD" homo_ha=-0.4127 relative_energy_kcal_mol=71.6 spin_multiplicity=1 molar_mass_g_mol=98.1 charge=0 orbital_gap_ev=10.98
O 1.6530 0.8920 0.0621 -0.481 0.170 0.313
C 0.7188 1.1719 0.7531 0.408 -0.157 -0.197
C 0.1456 -2.0682 0.9221 -0.406 0.476 -0.971
N -0.2489 -1.4844 -0.0260 0.339 -0.508 0.914
C -0.6788 -0.6427 -1.0250 -0.046 0.306 -0.060
N -0.8433 0.6130 -0.8945 0.052 -0.485 -0.148
O -0.5925 1.0475 0.4176 0.034 0.079 0.132
H 0.7483 1.5526 1.7827 0.044 0.047 -0.125
H -0.9020 -1.0819 -1.9921 0.057 0.072 0.142